# 1
C22H60Br9N10O5P3 as an isolated structure. Source: the OMol25 dataset; level of theory: ωB97M-V with the def2-TZVPD basis set.

As for the frontier orbital gap: 7.95 eV. The calculation puts the relative energy (zero: lowest compared OMol25 entry of this formula, charge and spin) at 0.0 kcal/mol. The value obtained for the largest force on an atom is 1.8 eV/Å. Its LUMO energy is -0.010 Eh.

Atoms and positions in Å:
1 C 3.98728 4.02484 -3.70856
2 N 2.57056 4.32122 -4.11105
3 O 2.26903 4.21181 -5.27611
4 O 1.83161 4.58945 -3.18116
5 H 4.01055 3.03714 -3.25522
6 H 4.29563 4.79256 -3.00789
7 H 4.65758 3.98201 -4.56224
8 O -0.00714 -3.33765 4.06198
9 P 0.53773 -1.96998 3.90144
10 N 1.88408 -1.77632 2.86489
11 C 2.58840 -0.52175 2.65989
12 C 2.63375 -3.00721 2.61710
13 N 1.03414 -1.32508 5.37283
14 C 1.01617 0.10466 5.67084
15 C 1.87591 -2.09351 6.26514
16 N -0.55361 -0.86059 3.25921
17 C -0.82413 -1.03578 1.84864
18 C -1.77784 -0.52843 3.99287
19 H 3.58689 -0.57248 3.10205
20 H 1.98423 0.25133 3.12943
21 H 2.68884 -0.28126 1.59730
22 H 3.14935 -3.38885 3.50943
23 H 3.40835 -2.75953 1.88802
24 H 1.97573 -3.80542 2.27636
25 H 0.32591 0.61543 5.00112
26 H 0.65065 0.29446 6.68211
27 H 2.02237 0.51531 5.53532
28 H 1.53783 -3.12539 6.38803
29 H 2.89140 -2.21648 5.85942
30 H 1.89883 -1.60378 7.23558
31 H -1.51542 -0.26552 1.50483
32 H 0.06669 -0.93529 1.23485
33 H -1.33323 -1.97867 1.59553
34 H -2.52374 -1.32444 3.91643
35 H -2.17489 0.46146 3.78442
36 H -1.53138 -0.54496 5.06133
37 O 5.52002 1.37984 -3.16980
38 P 5.05532 0.07716 -3.71216
39 N 4.40678 -0.95444 -2.53357
40 C 3.76803 -2.21489 -2.89186
41 C 4.06979 -0.43873 -1.20249
42 N 6.25336 -0.78804 -4.53191
43 C 7.56682 -0.71480 -3.91138
44 C 5.99962 -1.93077 -5.39944
45 N 3.79009 0.19989 -4.82303
46 C 4.05566 0.52895 -6.22090
47 C 2.42534 0.42596 -4.41218
48 H 2.69962 -2.10180 -3.09908
49 H 3.96200 -2.90879 -2.07260
50 H 4.21243 -2.68067 -3.76829
51 H 3.88553 -1.30596 -0.56656
52 H 3.18809 0.19543 -1.26086
53 H 4.92850 0.09852 -0.80239
54 H 8.33720 -0.96195 -4.64160
55 H 7.79063 0.30709 -3.59871
56 H 7.59932 -1.32106 -2.99917
57 H 5.00219 -1.79052 -5.81502
58 H 6.68047 -1.84278 -6.25014
59 H 6.10013 -2.89846 -4.90589
60 H 3.84727 1.58384 -6.43008
61 H 5.11062 0.39747 -6.45810
62 H 3.44644 -0.08687 -6.88378
63 H 1.69894 0.14876 -5.17721
64 H 2.24720 1.46225 -4.10674
65 H 2.14084 -0.18776 -3.55351
66 O -5.23089 0.45627 3.37093
67 P -6.06301 0.40629 2.15673
68 N -7.34784 1.48255 2.24266
69 C -7.07479 2.79655 2.83668
70 C -8.56046 1.47773 1.45583
71 N -6.86489 -1.06533 1.92605
72 C -6.15810 -2.20491 1.35654
73 C -7.77580 -1.45442 2.99263
74 N -5.27590 0.66556 0.69438
75 C -3.93145 0.13371 0.53236
76 C -5.99840 1.01488 -0.54034
77 H -7.87875 2.98034 3.55665
78 H -7.16334 3.58382 2.08056
79 H -6.11511 2.80763 3.34290
80 H -8.94723 0.46725 1.31540
81 H -8.42937 2.04953 0.53433
82 H -9.39484 1.91801 2.01622
83 H -5.57303 -2.74514 2.10783
84 H -6.90678 -2.87998 0.93739
85 H -5.49087 -1.92924 0.54265
86 H -8.40920 -0.62332 3.30130
87 H -8.46589 -2.24136 2.67994
88 H -7.25572 -1.80683 3.88897
89 H -3.21831 0.96027 0.39752
90 H -3.66577 -0.44372 1.41511
91 H -3.83162 -0.43990 -0.39626
92 H -6.83873 0.32053 -0.61179
93 H -5.35404 0.94280 -1.41069
94 H -6.36794 2.03847 -0.47497
95 C -0.04950 2.29568 -1.59915
96 Br 0.36006 0.44854 -1.14082
97 Br -1.29408 3.10266 -0.31124
98 Br -0.77516 2.51741 -3.37404
99 H 0.86686 2.86813 -1.60272
100 C -1.85330 -1.99643 -2.83361
101 Br -0.60241 -2.44896 -4.24139
102 Br -2.61089 -3.54818 -1.95948
103 Br -3.24968 -0.75804 -3.38043
104 H -1.26171 -1.44621 -2.11516
105 C 3.10329 3.24485 1.82502
106 Br 1.29181 3.06138 2.47357
107 Br 3.86198 4.98770 2.17262
108 Br 3.13391 2.79261 -0.07993
109 H 3.74053 2.59062 2.40354

Atomic partial charges in e from the Löwdin method, atoms 1 to 99: 0.033, -0.440, 0.068, 0.004, 0.044, 0.098, 0.097, -0.279, 0.553, -0.310, -0.118, -0.114, -0.308, -0.128, -0.113, -0.296, -0.153, -0.105, 0.090, 0.022, 0.063, 0.074, 0.071, 0.076, 0.052, 0.085, 0.080, 0.080, 0.076, 0.080, 0.047, 0.010, 0.096, 0.090, 0.087, 0.073, -0.294, 0.572, -0.301, -0.100, -0.139, -0.314, -0.114, -0.123, -0.294, -0.109, -0.121, 0.060, 0.087, 0.058, 0.072, -0.027, 0.073, 0.083, 0.071, 0.084, 0.063, 0.087, 0.082, 0.082, 0.073, 0.086, 0.088, 0.058, 0.024, -0.277, 0.523, -0.310, -0.100, -0.134, -0.304, -0.106, -0.130, -0.296, -0.140, -0.081, 0.082, 0.080, 0.071, 0.075, 0.071, 0.085, 0.089, 0.083, 0.063, 0.069, 0.082, 0.086, 0.035, 0.058, 0.045, 0.079, 0.063, 0.071, -1.535, 0.677, 0.576, 0.612, -0.111

# 2
A 2-piece molecular cluster, C4H4N2O2 overall. Source: the OMol25 dataset; level of theory: ωB97M-V with the def2-TZVPD basis set.

As for the frontier orbital gap: 9.48 eV. The structure (SMILES) is N#C/C=N/O.C=C=O. The calculation puts the relative energy (zero: lowest compared OMol25 entry of this formula, charge and spin) at 122.5 kcal/mol. The value obtained for the largest force on an atom is 3.5 eV/Å. Its LUMO energy is -0.001 Eh.

Atoms and positions in Å:
1 N 1.19265 -2.62546 -0.78254
2 C 0.73171 -1.89421 -0.03549
3 C 0.37958 -1.05957 1.14306
4 N -0.83298 -1.15911 1.55030
5 O -1.22138 -0.56362 2.72555
6 H 1.30936 -0.79685 1.68426
7 H -0.57599 -0.16163 3.28975
8 C -1.54260 0.55390 -0.79540
9 C -0.38120 0.87101 -0.30299
10 O 0.69942 1.28295 -0.09745
11 H -2.20580 -0.30477 -0.70153
12 H -2.19717 1.41609 -1.26906

How positive or negative is each atom? The natural (NBO) charges in e answer that: -0.267, 0.230, -0.112, -0.018, -0.525, 0.232, 0.464, -0.778, 0.691, -0.486, 0.286, 0.284

What did the second record say?
A 2-piece molecular cluster, C4H4N2O2 overall. Source: the OMol25 dataset; level of theory: ωB97M-V with the def2-TZVPD basis set.

As for the frontier orbital gap: 9.48 eV. The structure (SMILES) is N#C/C=N/O.C=C=O. The calculation puts the relative energy (zero: lowest compared OMol25 entry of this formula, charge and spin) at 122.5 kcal/mol. The value obtained for the largest force on an atom is 3.5 eV/Å. Its LUMO energy is -0.001 Eh.

Atoms and positions in Å:
1 N 1.19265 -2.62546 -0.78254
2 C 0.73171 -1.89421 -0.03549
3 C 0.37958 -1.05957 1.14306
4 N -0.83298 -1.15911 1.55030
5 O -1.22138 -0.56362 2.72555
6 H 1.30936 -0.79685 1.68426
7 H -0.57599 -0.16163 3.28975
8 C -1.54260 0.55390 -0.79540
9 C -0.38120 0.87101 -0.30299
10 O 0.69942 1.28295 -0.09745
11 H -2.20580 -0.30477 -0.70153
12 H -2.19717 1.41609 -1.26906

How positive or negative is each atom? The natural (NBO) charges in e answer that: -0.267, 0.230, -0.112, -0.018, -0.525, 0.232, 0.464, -0.778, 0.691, -0.486, 0.286, 0.284